(1)
# C29H44ClN5O2S2W

A structure of composition C29H44ClN5O2S2W at a distorted geometry (ωB97M-V/def2-TZVPD, OMol25).

Summary:
**<S²>**: 2.32
**E**: -78347.2390 eV
**Net charge**: -2
**Orbital gap (spin up / spin down)**: 0.1161 / 0.1182 Eh
**Spin multiplicity**: 3

XYZ file:
```
84
Properties=species:S:1:pos:R:3:mulliken_spin:R:1
W 0.14 -0.37 -0.62 1.0332
Cl 0.50 -2.74 -0.70 0.0350
S -0.81 1.81 -0.52 0.0920
S 1.34 2.66 2.88 0.0507
O 1.10 1.71 3.96 0.0296
O 2.66 3.26 2.82 0.0067
N 1.04 -1.15 2.52 -0.0048
N -2.35 -1.23 -2.46 -0.0033
N -0.57 -0.93 -3.67 -0.0258
N 0.89 2.04 1.42 0.1113
N 2.67 -0.48 1.27 0.0169
C 2.49 0.39 -0.85 -0.0642
C 1.31 -0.66 1.26 -0.0430
C -1.34 5.58 3.73 0.2391
C 0.07 3.86 2.87 0.1570
C 2.20 -1.29 3.23 0.0028
C -3.49 -1.31 -1.51 0.0083
C -1.48 -1.58 -4.45 -0.0038
C -1.03 -0.81 -2.36 -0.1274
C 1.57 -1.89 -4.16 -0.0328
C -2.57 -1.77 -3.70 0.0045
C 1.30 0.52 -3.42 -0.0813
C -0.09 -1.51 4.66 0.0023
C -1.94 4.45 1.65 0.0854
C -1.32 -0.48 2.84 0.1694
C -4.78 -0.94 -2.26 0.0015
C 0.75 -0.61 -4.25 0.1046
C 0.62 -0.14 -5.70 -0.0207
C -0.19 4.79 3.87 -0.1123
C 4.41 -1.06 -0.31 0.0005
C 3.49 0.05 0.20 0.0914
C -3.35 -0.38 -0.34 -0.0763
C 4.30 1.24 0.70 -0.0008
C -0.27 -1.51 3.15 -0.0199
C -3.60 -2.77 -1.05 0.0115
C -0.22 2.59 0.93 0.2659
C 3.21 -0.86 2.46 -0.0041
C -0.68 -2.92 2.70 -0.0122
C -2.21 5.41 2.64 -0.0467
C -0.77 3.67 1.75 0.1053
H -3.10 6.03 2.57 -0.0007
H -0.09 0.69 -5.79 -0.0031
H -3.76 -3.43 -1.90 0.0005
H 2.97 0.91 -1.67 0.0311
H 0.30 -0.54 5.00 0.0012
H 5.07 0.93 1.42 -0.0011
H 0.81 1.48 -3.64 0.0117
H 2.60 -1.74 -4.50 0.0017
H 1.12 -2.67 -4.80 -0.0021
H -2.52 -0.69 0.31 -0.0132
H -3.50 -2.23 -4.00 -0.0047
H -1.55 6.33 4.50 0.0338
H 4.85 -0.73 -1.26 -0.0005
H -4.26 -0.46 0.27 -0.0135
H -5.11 -1.72 -2.95 0.0003
H -1.60 -0.44 1.78 -0.0070
H -4.45 -2.88 -0.37 -0.0001
H 0.34 -0.93 -6.40 0.0005
H -4.68 0.00 -2.82 -0.0009
H 1.72 1.11 -0.43 -0.1074
H 1.59 -2.28 -3.14 0.0048
H 0.51 4.87 4.70 -0.0054
H -1.06 -1.66 5.14 -0.0012
H -2.68 -3.07 -0.53 -0.0009
H 2.39 0.57 -3.52 0.0114
H -2.23 -0.73 3.41 0.0007
H -1.69 -3.14 3.07 -0.0028
H 3.67 2.00 1.17 0.0035
H 2.14 -0.64 -1.25 0.0698
H -3.24 0.66 -0.63 0.0258
H -0.98 0.52 3.16 -0.0079
H 0.01 -3.66 3.14 -0.0013
H 4.26 -0.76 2.72 0.0001
H 2.28 -1.65 4.25 0.0018
H 5.24 -1.26 0.39 -0.0008
H -1.31 -1.85 -5.47 -0.0043
H -0.66 -3.01 1.61 0.0156
H 1.60 0.25 -6.03 0.0047
H -2.60 4.32 0.79 0.0275
H 0.56 -2.32 5.01 -0.0001
H -5.59 -0.81 -1.54 -0.0013
H 3.85 -1.99 -0.48 0.0070
H 4.80 1.71 -0.16 0.0006
H 0.97 0.32 -2.34 -0.0193
```

(2)
# C29H44N4O3S2SbSe4SiY

A structure of composition C29H44N4O3S2SbSe4SiY at a distorted geometry (ωB97M-V/def2-TZVPD, OMol25).

Summary:
**E**: -341409.5156 eV
**Net charge**: -2
**Orbital gap**: 0.1678 Eh
**Energy above the lowest of the compared OMol25 structures with the same formula, charge and spin**: 29.9 kcal per mole

XYZ file:
```
89
Properties=species:S:1:pos:R:3:lowdin_charge:R:1
Sb 4.45 -2.61 -1.45 -0.3247
Y -0.13 -0.17 -0.32 0.8744
Se 5.81 -0.90 -2.44 -0.2560
Se 5.16 -3.32 0.76 -0.3099
Se 2.01 -1.29 -0.85 0.0500
Se 3.67 -4.33 -2.95 -0.2261
S -3.37 -0.46 -1.36 0.9724
S -1.29 -3.03 0.61 0.5938
Si 1.44 2.49 -0.52 0.7753
O -2.57 -3.50 1.09 -0.3118
O -1.25 -2.53 -0.77 -0.4352
O -2.11 0.35 -1.62 -0.6193
N 0.17 -0.21 2.69 0.1123
N 3.11 -6.87 1.27 0.0939
N -0.54 -2.29 3.64 0.1408
N -0.82 -1.69 1.36 -0.2095
C -0.39 -1.45 2.61 -0.4635
C -0.98 3.94 -1.07 -0.1405
C 0.61 -0.68 4.97 -0.0713
C 2.00 -6.05 1.10 -0.3257
C -4.42 -1.22 1.06 -0.0935
C -4.01 -0.02 3.11 -0.0690
C -0.10 -4.28 0.77 -0.3052
C -0.50 3.65 1.31 -0.1483
C 3.07 2.80 0.54 -0.6366
C -4.58 -1.09 2.43 -0.0649
C -0.02 -1.90 4.79 -0.1448
C 1.06 -5.87 2.12 -0.0419
C 3.94 3.97 0.05 -0.1083
C -3.11 0.82 1.04 -0.0985
C 0.01 -4.99 1.96 -0.0824
C 2.00 4.14 -2.95 -0.1159
C 3.19 1.97 -2.77 -0.1368
C 0.66 0.15 3.85 -0.1298
C -3.70 -0.25 0.38 -0.4064
C -3.27 0.94 2.42 -0.0666
C 0.68 5.41 0.03 -0.1159
C 2.69 3.08 2.00 -0.1295
C 3.94 1.54 0.56 -0.1315
C 1.88 2.70 -2.43 -0.6380
C 0.80 -4.49 -0.28 -0.0888
C 0.16 3.96 -0.05 -0.6368
C 1.82 -5.40 -0.12 -0.0636
C 0.79 1.98 -3.25 -0.1416
C -4.67 0.60 -1.99 -0.2246
H -4.77 -2.10 0.54 0.1123
H 4.84 1.73 1.15 0.0816
H 3.39 4.92 0.00 0.0537
H 1.14 5.73 -0.91 0.0576
H -2.53 1.56 0.51 0.0852
H 1.03 -0.39 5.92 0.0868
H -4.11 0.06 4.18 0.1031
H 2.30 4.12 -4.01 0.0741
H 1.00 2.08 -4.32 0.0784
H 1.13 1.13 3.90 0.0961
H 4.37 3.78 -0.93 0.0573
H -4.55 0.62 -3.08 0.0540
H 4.06 2.46 -2.35 0.0570
H 0.80 0.91 -3.03 0.0419
H 0.71 -3.94 -1.21 0.0721
H -0.15 6.10 0.24 0.0707
H -0.22 2.37 -3.07 0.0471
H 0.16 3.86 2.15 0.0547
H 4.78 4.12 0.75 0.0759
H -2.79 1.75 2.94 0.1082
H 3.19 0.93 -2.43 0.0038
H -4.53 1.59 -1.57 0.0633
H -1.41 4.26 1.43 0.0732
H -5.63 0.17 -1.72 0.0577
H 1.99 2.33 2.37 0.0421
H -0.78 2.59 1.38 0.0238
H -5.10 -1.86 2.98 0.1088
H 2.53 -5.54 -0.93 -0.0025
H -1.80 4.61 -0.74 0.0723
H 1.41 5.53 0.82 0.0536
H 3.90 -6.50 0.75 0.0714
H 1.18 -6.40 3.06 0.0993
H 1.06 4.69 -2.89 0.0477
H 3.60 3.03 2.62 0.0793
H 3.37 -6.96 2.24 0.0774
H -0.70 -4.81 2.76 0.0943
H -0.67 4.28 -2.06 0.0535
H -1.40 2.94 -1.19 0.0401
H 3.32 1.96 -3.86 0.0826
H -0.13 -2.59 5.62 0.1010
H 2.76 4.70 -2.41 0.0614
H 2.26 4.07 2.14 0.0526
H 3.41 0.70 1.01 0.0446
H 4.26 1.20 -0.42 0.0305
```